Entry from the OMol25 dataset: a molecular structure, C10H19EuNO4S2 in a non-equilibrium geometry (ωB97M-V/def2-TZVPD).

Properties
net charge: 0
multiplicity: 8
E_LUMO (alpha / beta): -0.0155 / -0.0158 hartree
Kohn-Sham gap (alpha / beta): 0.2008 / 0.2013 Eh

Last column: Löwdin charge in e.
Cartesian coordinates (Å):
Eu -0.2765 0.0116 0.3989  1.35
S -0.5302 -2.7720 -0.0709  0.76
S -0.5756 2.8119 0.0564  0.76
C 0.7766 -3.4664 1.0161  -0.37
C 0.4380 -2.4702 -1.6433  -0.44
C 1.2511 -1.1887 -1.9427  -0.26
N 0.4608 0.0351 -1.7733  -0.27
C 1.1259 1.3304 -1.9664  -0.26
C 0.2201 2.5291 -1.6061  -0.45
H -0.3702 -2.5269 -2.3863  0.07
H 1.0910 -3.3517 -1.7291  0.08
H 1.6397 -1.2743 -2.9755  0.13
H 2.1304 -1.1315 -1.3020  0.12
H 1.4424 1.4607 -3.0193  0.13
H 2.0434 1.3509 -1.3804  0.12
H -0.6611 2.4928 -2.2609  0.07
H 0.7702 3.4649 -1.7743  0.08
C 0.8492 3.4403 1.0200  -0.38
H -0.4118 -0.0118 -2.3224  0.12
H 1.8336 2.9481 0.8787  0.05
H 0.6111 3.3925 2.1059  0.06
H 0.9476 4.5179 0.7447  0.04
H 0.4541 -3.3918 2.0789  0.06
H 1.7968 -3.0324 0.9501  0.06
H 0.8346 -4.5521 0.7605  0.04
C -3.2782 -0.0503 0.3573  -0.12
C -2.9712 -0.0769 -0.9308  -0.15
H -3.5145 0.8694 0.8851  0.07
H -3.4434 -0.9527 0.9403  0.07
H -2.9756 0.8254 -1.5393  0.05
H -2.8965 -1.0111 -1.4850  0.05
O -0.9288 -0.0684 4.6367  0.02
C -0.7178 -0.0461 3.4388  -0.59
O -1.4062 -0.0322 2.3818  -0.26
C 1.1380 -0.0276 3.1972  -0.59
O 1.6152 -0.0411 4.2981  0.04
O 1.4879 -0.0051 1.9628  -0.25

Entry from the OMol25 dataset: C4H8N2O in the gas phase in a non-equilibrium geometry (ωB97M-V/def2-TZVPD).

Properties
ΔE to the lowest compared entry with this formula, charge and spin: 83.6 kcal/mol
net charge: 0
E_LUMO: 0.0311 hartree
Kohn-Sham gap: 0.3870 Eh

Last column: Löwdin charge in e.
Cartesian coordinates (Å):
C -0.3558 -2.0234 0.4570  -0.09
O -0.3391 -0.9594 -0.4936  -0.19
N -0.5713 0.3229 0.1738  -0.19
C -1.0688 1.1988 -0.8906  -0.08
C 0.7347 0.8002 0.6909  -0.17
C 1.8956 0.6613 -0.2152  -0.20
N 2.8208 0.5431 -0.9049  0.15
H 0.6805 -2.3022 0.6731  0.08
H -0.8624 -1.7532 1.3893  0.09
H -0.8608 -2.8839 0.0117  0.08
H -1.1898 2.2240 -0.5228  0.09
H -0.4057 1.2220 -1.7631  0.09
H -2.0564 0.8627 -1.2246  0.09
H 0.9433 0.2415 1.6117  0.12
H 0.6353 1.8455 1.0073  0.13

Entry from the OMol25 dataset: C4H7N3O3S in the gas phase in a non-equilibrium geometry (ωB97M-V/def2-TZVPD).

Properties
ΔE to the lowest compared entry with this formula, charge and spin: 144.9 kcal/mol
net charge: 0
E_LUMO: -0.0370 hartree
Kohn-Sham gap: 0.2610 Eh

Last column: Löwdin charge in e.
Cartesian coordinates (Å):
C -1.7288 -0.5422 0.0293  0.09
C -1.2018 -1.5775 -0.7409  -0.51
C -2.6419 -0.0964 0.8710  -0.22
C 1.1817 -0.6028 -0.6101  -0.51
N 0.1512 -1.5067 -1.0698  0.13
N 0.8515 0.7904 -0.7030  -0.11
N -0.1042 1.3409 0.0494  0.11
O -2.9542 1.1304 1.2989  0.03
O -1.8098 -2.4919 -1.2903  0.05
O 1.4907 -0.9338 0.6591  -0.56
S 2.9089 -0.6698 1.4405  0.81
H -3.3588 -0.8390 1.4855  0.18
H 2.0492 -0.8402 -1.3938  0.19
H 0.5403 -2.3186 -1.4634  0.12
H 0.9875 1.3821 -1.5575  0.16
H -2.2608 1.7642 1.2547  0.07
H 0.2072 0.9516 0.9974  0.08
H 2.7129 0.3608 2.3812  -0.11

Entry from the OMol25 dataset: a molecular structure, C5H11O4Yb in a non-equilibrium geometry (ωB97M-V/def2-TZVPD).

Properties
ΔE to the lowest compared entry with this formula, charge and spin: 21.1 kcal/mol
net charge: +1
multiplicity: 3
E_LUMO (alpha / beta): -0.2048 / -0.2063 hartree
Kohn-Sham gap (alpha / beta): 0.2264 / 0.2406 Eh

Last column: Löwdin charge in e.
Cartesian coordinates (Å):
C -1.0967 -3.9230 -1.1970  -0.24
O 0.1940 -3.5094 -0.9311  -0.22
H -1.7309 -3.1094 -1.5901  0.07
H -1.0356 -4.7256 -1.9795  0.10
H -1.5993 -4.3533 -0.3118  0.07
O 0.3435 -0.6774 1.9328  -0.31
C 0.9439 -0.9127 0.7475  -0.22
C 1.2198 0.3059 -0.1009  -0.16
O 0.1026 1.1928 0.0582  -0.26
C 0.2998 2.5856 -0.1929  -0.17
C -0.8309 3.3175 0.5320  -0.30
O -0.9607 2.8809 1.8481  -0.36
Yb -0.6400 0.9912 2.2293  1.85
H 0.3768 -2.5006 -0.2835  0.16
H 1.7353 -1.6762 0.7898  0.13
H 1.3531 0.0435 -1.1608  0.15
H 2.1276 0.8448 0.2299  0.14
H 0.2952 2.7819 -1.2766  0.15
H 1.2772 2.8836 0.2255  0.14
H -1.7679 3.1589 -0.0427  0.13
H -0.6068 4.4009 0.4738  0.14

Entry from the OMol25 dataset: 5 unconnected molecules or ions with the total composition C32H80F6N4O4P in a non-equilibrium geometry (ωB97M-V/def2-TZVPD).

Properties
ΔE to the lowest compared entry with this formula, charge and spin: 0.0 kcal/mol
net charge: +3
E_LUMO: -0.1973 hartree
Kohn-Sham gap: 0.3897 Eh

Last column: Löwdin charge in e.
Cartesian coordinates (Å):
C 1.4635 12.8957 -4.6918  -0.04
C 0.4588 11.7183 -4.8922  -0.12
N 0.2171 11.3114 -6.3677  -0.21
C -0.3307 12.5139 -7.2202  0.03
C 1.5363 10.9127 -7.0963  -0.12
C 1.4108 10.1007 -8.4373  -0.04
C -0.9164 10.2411 -6.4470  -0.07
C -0.6714 8.9446 -5.6827  -0.23
O 0.6699 8.5789 -5.7403  -0.21
C 0.9741 7.2513 -5.1910  -0.03
H 1.2564 13.7487 -5.3380  0.08
H 2.4926 12.5711 -4.8455  0.08
H 1.4967 13.1434 -3.6308  0.09
H -0.5175 12.0102 -4.5054  0.13
H 0.9023 10.8045 -4.4966  0.12
H -0.8958 12.1854 -8.0925  0.09
H 0.5249 13.1251 -7.5073  0.10
H -0.9115 13.1523 -6.5546  0.10
H 2.0627 10.3938 -6.2953  0.11
H 2.1850 11.7485 -7.3585  0.12
H 2.3194 10.0676 -9.0385  0.08
H 0.7577 10.5530 -9.1837  0.05
H 0.9720 9.1038 -8.3971  0.08
H -0.8504 9.8600 -7.4661  0.09
H -1.8221 10.7540 -6.1231  0.14
H -1.2894 8.1140 -6.0236  0.13
H -0.9763 9.1327 -4.6532  0.12
H 1.9722 7.2955 -4.7551  0.09
H 1.1152 6.4418 -5.9071  0.09
H 0.2270 6.9269 -4.4667  0.09
C -5.1981 10.9762 -14.1356  -0.03
C -5.3063 9.4533 -13.6809  -0.11
N -5.0893 8.4283 -14.8495  -0.19
C -3.6180 8.5997 -15.4224  0.04
C -5.3698 6.9898 -14.4786  -0.14
C -4.3018 6.3338 -13.5224  -0.03
C -6.0502 8.9247 -16.0147  -0.08
C -6.3433 8.0366 -17.1323  -0.23
O -5.1622 7.3869 -17.5554  -0.22
C -5.4465 6.3417 -18.4668  -0.08
H -5.0095 11.6699 -13.3163  0.07
H -6.1299 11.3416 -14.5673  0.08
H -4.3161 11.1033 -14.7632  0.07
H -6.2912 9.1464 -13.3290  0.12
H -4.4953 9.2536 -12.9806  0.07
H -3.5725 9.4529 -16.0992  0.10
H -3.3602 7.6714 -15.9323  0.10
H -2.9279 8.7226 -14.5876  0.07
H -5.4158 6.4797 -15.4407  0.12
H -6.3178 6.9331 -13.9436  0.13
H -3.2844 6.2786 -13.9094  0.08
H -4.5244 5.2809 -13.3493  0.09
H -4.4811 6.8564 -12.5828  0.06
H -5.6547 9.8355 -16.4644  0.13
H -7.0229 9.0601 -15.5417  0.14
H -6.8076 8.3679 -18.0612  0.15
H -7.0150 7.2286 -16.8425  0.13
H -4.5546 5.8329 -18.8323  0.10
H -6.0173 6.7949 -19.2772  0.10
H -5.9486 5.4310 -18.1401  0.10
C -8.0845 8.2905 -10.1367  -0.04
C -6.8644 7.6488 -9.3584  -0.09
N -6.4294 8.5394 -8.1314  -0.21
C -5.1302 7.9290 -7.4942  0.05
C -6.1828 10.0204 -8.6238  -0.14
C -5.2548 10.8497 -7.7267  -0.06
C -7.4231 8.7272 -7.0130  -0.07
C -7.9399 7.4193 -6.3707  -0.22
O -6.9658 6.6610 -5.7835  -0.21
C -7.4363 5.5093 -5.1209  -0.07
H -8.2375 7.7097 -11.0463  0.08
H -7.7770 9.2831 -10.4656  0.06
H -9.0323 8.2862 -9.5983  0.08
H -6.0380 7.4955 -10.0524  0.11
H -7.0710 6.7162 -8.8334  0.12
H -5.1080 6.8624 -7.7179  0.11
H -5.2202 7.9729 -6.4089  0.10
H -4.2604 8.4754 -7.8589  0.07
H -7.1378 10.5188 -8.7904  0.13
H -5.6881 9.9102 -9.5888  0.10
H -4.3004 10.3795 -7.4896  0.05
H -5.7564 11.1488 -6.8063  0.08
H -5.0361 11.7466 -8.3062  0.09
H -8.2962 9.0686 -7.5690  0.13
H -7.0282 9.4736 -6.3237  0.14
H -8.4658 6.7415 -7.0430  0.13
H -8.6667 7.7202 -5.6162  0.14
H -7.5907 4.6735 -5.8034  0.10
H -8.3205 5.5437 -4.4845  0.10
H -6.5670 5.3002 -4.4975  0.10
C 3.9095 10.2937 -14.5906  -0.05
C 2.5060 10.2372 -15.1985  -0.16
N 1.3409 10.9119 -14.3773  -0.18
C -0.0385 10.9216 -15.2030  0.05
C 1.1423 10.0178 -13.1483  -0.14
C 0.5670 8.5878 -13.5189  -0.05
C 1.8084 12.3929 -13.9353  -0.02
C 0.8200 13.0723 -13.0048  -0.25
O -0.4206 12.9872 -13.5605  -0.18
C -1.4942 13.4166 -12.7001  -0.05
H 4.2565 11.3235 -14.6758  0.08
H 4.6431 9.7476 -15.1837  0.10
H 3.8940 9.8610 -13.5902  0.08
H 2.2634 9.2457 -15.5810  0.12
H 2.5597 10.8916 -16.0685  0.12
H -0.9062 10.8986 -14.5438  0.09
H 0.0470 10.1051 -15.9201  0.10
H 0.0161 11.8162 -15.8233  0.10
H 0.3554 10.3857 -12.4900  0.09
H 2.0535 10.1025 -12.5561  0.12
H -0.4577 8.6048 -13.8902  0.05
H 0.6598 7.9034 -12.6757  0.08
H 1.0691 7.9645 -14.2589  0.07
H 2.0063 12.9051 -14.8770  0.14
H 2.7395 12.3370 -13.3713  0.12
H 1.0827 14.1002 -12.7549  0.14
H 0.9336 12.6302 -12.0150  0.12
H -1.5579 12.8467 -11.7732  0.06
H -2.4848 13.2209 -13.1106  0.09
H -1.4664 14.4532 -12.3642  0.10
P -2.4079 9.7473 -10.7837  0.26
F -1.1688 10.8154 -10.8784  -0.19
F -2.3671 9.8317 -9.1467  -0.18
F -3.4216 10.9696 -10.9800  -0.14
F -3.6464 8.6760 -10.7790  -0.17
F -2.3967 9.6428 -12.4149  -0.18
F -1.2157 8.5814 -10.6015  -0.18

Entry from the OMol25 dataset: a gas-phase ion, C5H7N2 (charge +1) in a non-equilibrium geometry (ωB97M-V/def2-TZVPD).

Properties
ΔE to the lowest compared entry with this formula, charge and spin: 154.8 kcal/mol
net charge: +1
E_LUMO: -0.2098 hartree
Kohn-Sham gap: 0.3499 Eh

Last column: Löwdin charge in e.
Cartesian coordinates (Å):
H -3.3047 -1.3291 -0.1301  0.07
N -2.3226 -1.3897 -0.1582  0.19
C -1.8712 -0.2452 0.1093  -0.13
N -0.4116 0.0107 0.0266  -0.13
C 0.0131 1.3552 -0.0362  0.00
C 0.3180 -0.9941 0.1967  0.15
C 2.1260 -0.6178 0.0358  0.02
C 3.2963 -0.5437 -0.1524  0.09
H -2.3686 0.8216 0.1086  0.18
H 0.8909 1.5294 0.4523  0.07
H 0.1087 1.7356 -1.1060  0.17
H -0.7103 1.8198 0.5212  0.07
H -0.0124 -2.0762 0.2875  0.17
H 4.2485 -0.0767 -0.1552  0.05

Q: Look up the net charge of the fourth one.
A: +1

Q: The highest net charge belongs to which entry?
A: C32H80F6N4O4P

Q: net charge of number 5 (C32H80F6N4O4P)?
A: +3